A:
# CH3NO2P

A cluster of 2 separate species, CH3NO2P in total (wB97M-V/def2-TZVPD, the Open Molecules 2025 dataset).

```
! RIJCOSX wB97M-V def2-TZVPD def2/J DEFGRID3
* xyz -1 1
C -0.400 -0.081 -0.719
N -0.991 -1.113 -0.983
O 0.112 1.944 1.104
O 0.754 -0.479 1.571
P -0.537 0.605 1.093
H 0.501 0.487 -1.702
H -0.876 -1.569 -1.884
H 1.438 0.205 1.519
*
```

Calculated values
Orbital gap = 7.59 eV

=====

B:
# CH3NO2P

A cluster of 2 separate species, CH3NO2P in total (wB97M-V/def2-TZVPD, the Open Molecules 2025 dataset).

```
! RIJCOSX wB97M-V def2-TZVPD def2/J DEFGRID3
* xyz -1 1
C -1.837 0.654 -0.197
N -0.823 0.394 0.588
O 1.273 -1.351 -1.234
O 2.125 -0.493 0.969
P 1.810 -0.207 -0.496
H -2.001 0.080 -1.159
H 0.068 -0.137 0.236
H -0.615 1.059 1.292
*
```

Calculated values
Orbital gap = 8.62 eV

=====

Which structure wins on stability? A wins.

=====

A:
# C5H11O2

A cluster of 2 separate species, C5H11O2 in total (wB97M-V/def2-TZVPD, the Open Molecules 2025 dataset).

```
! RIJCOSX wB97M-V def2-TZVPD def2/J DEFGRID3
* xyz -1 1
C -1.312 -0.949 -1.068
C -1.590 0.541 -0.880
C 0.163 -1.310 -1.006
H -1.686 -1.256 -2.052
H -1.833 -1.515 -0.302
H -1.568 0.786 0.178
H -0.785 1.131 -1.324
H 0.698 -0.953 -1.881
H 0.254 -2.392 -0.917
H -2.560 0.759 -1.315
H 0.581 -0.886 -0.095
C 1.677 1.321 1.122
C 1.027 0.262 2.074
O -0.200 0.414 2.280
O 1.780 -0.637 2.514
H 1.217 1.183 0.137
H 2.757 1.204 1.056
H 1.380 2.298 1.477
*
```

Calculated values
Orbital gap = 7.93 eV

=====

B:
# C5H11O2

A cluster of 2 separate species, C5H11O2 in total (wB97M-V/def2-TZVPD, the Open Molecules 2025 dataset).

```
! RIJCOSX wB97M-V def2-TZVPD def2/J DEFGRID3
* xyz -1 1
C -1.955 1.082 0.943
C -2.804 0.458 -0.222
H -1.051 0.395 1.091
H -1.569 2.036 0.723
H -2.531 1.071 1.797
H -2.542 -0.594 -0.297
H -2.721 0.800 -1.220
H -3.808 0.542 0.087
C 1.236 -0.736 -0.658
C 2.636 -0.233 -0.943
C 1.501 -0.849 0.847
O 2.059 -1.866 1.159
O 1.215 0.059 1.643
H 0.427 -0.168 -0.898
H 0.966 -1.596 -1.028
H 3.362 -1.153 -0.652
H 2.914 0.654 -0.347
H 2.666 0.098 -2.024
*
```

Calculated values
Orbital gap = 7.43 eV

=====

Which structure wins on stability? A wins.